[1]
{"formula": "C16H49NO12", "method": "wB97M-V/def2-TZVPD", "species": ["C", "O", "C", "C", "N", "H", "H", "C", "C", "O", "C", "H", "H", "H", "H", "H", "H", "H", "H", "H", "H", "H", "H", "H", "H", "C", "O", "O", "O", "H", "C", "C", "O", "H", "H", "H", "H", "H", "H", "C", "C", "O", "H", "H", "H", "H", "H", "H", "C", "O", "H", "H", "H", "H", "C", "O", "H", "H", "H", "H", "C", "O", "H", "H", "H", "H", "C", "O", "H", "H", "H", "H", "C", "O", "H", "H", "H", "H"], "positions_angstrom": [[-4.1312, -2.4020, 0.4167], [-3.7982, -1.6600, -0.8063], [-2.4142, -1.8000, -0.9783], [-1.8902, -1.0610, -2.2483], [-0.4712, -1.1750, -2.4263], [0.1748, -0.8880, -1.6083], [-0.1212, -2.2300, -2.3523], [0.2448, -0.6410, -3.7283], [1.7118, -0.9860, -3.9063], [2.2708, -0.0950, -4.8743], [3.5798, -0.3590, -5.2503], [-3.8112, -3.4580, 0.3607], [-5.1292, -2.2160, 0.5877], [-3.5312, -1.6600, 1.3307], [-2.1442, -2.8200, -1.0953], [-1.8152, -1.5670, -0.2293], [-2.0752, -0.0560, -2.1613], [-2.5202, -1.1970, -3.1383], [0.0738, 0.3800, -3.7883], [-0.4412, -0.9340, -4.3333], [2.0148, -2.1090, -3.9653], [2.3618, -0.7880, -2.9703], [3.8368, 0.4070, -5.9133], [4.0648, -1.1660, -5.6453], [4.1528, -0.2560, -4.2953], [0.3128, 0.3390, 0.2587], [0.9488, -0.8020, -0.1263], [-0.1792, 0.4510, 1.5607], [0.0238, 1.2110, -0.5563], [0.2248, -0.0740, 2.0517], [1.8498, -4.5210, 2.8777], [1.8008, -3.1830, 2.0627], [0.6798, -3.1200, 1.3977], [1.0448, -4.5910, 3.6867], [2.7328, -4.6460, 3.4907], [1.8748, -5.4640, 2.3047], [2.7618, -3.3130, 1.4857], [2.1088, -2.3750, 2.7237], [0.7978, -2.2210, 0.9027], [-3.5592, -0.4120, 4.4087], [-3.0062, 0.3060, 3.1617], [-4.0242, 0.7670, 2.4457], [-3.9622, -1.3690, 4.2187], [-4.3772, 0.1850, 5.0367], [-2.9322, -0.9670, 4.9377], [-2.5772, -0.6520, 2.8497], [-2.3512, 1.1100, 3.4997], [-3.6512, 1.0320, 1.4887], [0.0918, 0.8110, 5.7017], [0.8678, 0.2790, 4.6837], [-0.9142, 0.3540, 5.6917], [-0.0562, 1.7990, 5.7227], [0.6408, 0.5890, 6.6287], [1.4668, 1.0270, 4.2557], [-2.8412, 3.0470, -0.9023], [-2.8282, 1.9210, 0.1047], [-2.0412, 3.6900, -0.8513], [-3.7602, 3.7040, -0.8673], [-2.7022, 2.7490, -1.8483], [-1.7952, 1.7190, 0.3137], [1.3688, 4.2700, 0.4067], [1.9498, 3.0220, 0.5647], [1.4828, 4.3950, -0.6643], [1.5978, 5.0790, 1.0607], [0.2988, 4.2890, 0.7267], [1.4828, 2.1400, 0.3157], [1.2008, 3.0480, -3.3723], [0.0748, 3.2780, -2.6373], [1.0698, 2.8300, -4.4363], [1.6718, 2.2980, -3.1363], [2.2798, 3.5220, -3.2513], [0.3548, 2.8150, -1.7933], [3.9238, 0.3380, -0.9733], [3.6258, -0.9810, -0.7133], [4.6988, 0.1980, -1.7453], [4.2088, 0.7630, -0.0453], [3.1708, 1.0150, -1.6033], [2.6738, -0.9650, -0.4863]], "lowdin_charge": [-0.0278, -0.1593, -0.2174, -0.1054, 0.0417, 0.1147, 0.2315, -0.0238, -0.1704, -0.1660, -0.1082, 0.0943, 0.0491, 0.1634, 0.1166, 0.0615, 0.0952, 0.1515, 0.1087, 0.0605, 0.1621, 0.1230, 0.0803, 0.0610, 0.1015, -0.5796, -0.1263, 0.1901, 0.0213, -0.0361, -0.0952, -0.4429, -0.0667, 0.0866, 0.0502, 0.0671, 0.1179, 0.1059, 0.0813, -0.0961, -0.4236, -0.0818, 0.0494, 0.1314, 0.0023, 0.0883, 0.1145, 0.1187, -0.1845, -0.1470, 0.0813, 0.0336, 0.0875, 0.1532, -0.0731, -0.1813, 0.0329, 0.1098, 0.0190, 0.1192, -0.1755, -0.1576, 0.0702, 0.0680, 0.0873, 0.0823, -0.2275, -0.0795, 0.0978, -0.0678, 0.1407, 0.0656, -0.2019, -0.1425, 0.0739, 0.0691, 0.1089, 0.0228], "lumo_ev": 0.038, "gap_ev": 9.497, "total_charge": 0}

[2]
{"formula": "C16H50N4O7", "method": "wB97M-V/def2-TZVPD", "species": ["C", "O", "C", "C", "C", "N", "H", "H", "H", "H", "H", "H", "H", "H", "H", "H", "H", "C", "O", "C", "C", "C", "N", "H", "H", "H", "H", "H", "H", "H", "H", "H", "H", "H", "C", "O", "C", "C", "C", "N", "H", "H", "H", "H", "H", "H", "H", "H", "H", "H", "H", "C", "O", "C", "C", "C", "N", "H", "H", "H", "H", "H", "H", "H", "H", "H", "H", "H", "O", "H", "H", "O", "H", "H", "O", "H", "H"], "positions_angstrom": [[-5.3881, 3.3495, 1.1534], [-5.1529, 1.9895, 1.5159], [-4.6770, 1.2533, 0.4175], [-4.2847, -0.1275, 0.9033], [-3.0736, -0.0282, 1.9658], [-3.7771, -0.9766, -0.1492], [-6.4178, 3.5950, 0.8932], [-4.7202, 3.7181, 0.3749], [-5.1672, 3.9778, 2.0162], [-5.3811, 1.2283, -0.4143], [-3.7624, 1.7181, 0.0492], [-5.2137, -0.5479, 1.2885], [-2.1053, 0.1159, 1.4865], [-2.9384, -0.9841, 2.4718], [-3.2306, 0.8012, 2.6554], [-2.7946, -0.8853, -0.3644], [-4.2933, -0.9074, -1.0146], [1.5385, 0.4251, -4.5651], [1.5248, 0.8778, -5.9236], [0.3079, 0.9078, -6.6537], [0.4759, 0.5034, -8.1778], [1.1126, 1.6173, -8.9695], [-0.7632, 0.3129, -8.8605], [0.7720, -0.3263, -4.3752], [1.3925, 1.2458, -3.8629], [2.5608, 0.1578, -4.2977], [-0.3851, 0.2237, -6.1639], [-0.0098, 1.9502, -6.6288], [1.0845, -0.4008, -8.1672], [1.3583, 1.2507, -9.9661], [2.0668, 1.8485, -8.4959], [0.5931, 2.5737, -9.0297], [-1.0986, 1.2423, -9.0700], [-1.4325, -0.1168, -8.2380], [2.1547, 1.2111, 2.4746], [1.6430, 1.9874, 3.5962], [2.5007, 2.0982, 4.6782], [2.5231, 0.7657, 5.5012], [1.1215, 0.1954, 5.7918], [3.2041, 1.0725, 6.7702], [3.0213, 1.6258, 1.9597], [1.3686, 1.0556, 1.7357], [2.4386, 0.2461, 2.8944], [3.5518, 2.2305, 4.4217], [2.2558, 2.9360, 5.3311], [3.1594, 0.0296, 5.0099], [0.5560, 0.0263, 4.8754], [0.6325, 0.7804, 6.5708], [1.3621, -0.7172, 6.3370], [2.6143, 1.7618, 7.2143], [3.0036, 0.2764, 7.3586], [-0.4396, -3.2754, 4.3655], [0.1857, -3.6044, 3.1220], [1.0111, -2.5270, 2.5549], [1.9368, -2.9828, 1.3997], [3.1003, -2.0814, 1.0095], [1.1374, -3.0649, 0.2410], [-0.8875, -2.2827, 4.3203], [0.3393, -3.2875, 5.1279], [-1.3001, -3.8817, 4.6482], [0.2955, -1.7584, 2.2631], [1.6670, -1.9858, 3.2369], [2.2436, -3.9563, 1.7821], [3.5845, -1.7106, 1.9129], [2.9889, -1.1513, 0.4523], [3.9140, -2.5974, 0.4997], [1.3518, -2.2513, -0.3179], [0.1745, -2.9474, 0.5224], [0.4426, -0.3724, -1.1578], [-0.2873, -0.7755, -1.6279], [0.0270, 0.1494, -0.4713], [-1.5693, -1.8778, -2.1589], [-2.2134, -2.0436, -2.8472], [-1.6986, -2.5900, -1.5326], [2.6409, 1.6105, -1.1799], [2.0369, 0.8717, -1.1055], [3.4861, 1.2100, -1.3837]], "lowdin_charge": [-0.1018, -0.1754, -0.2494, -0.3927, -0.0234, 0.0228, 0.0836, 0.0837, 0.0841, 0.1256, 0.1203, 0.1353, 0.0520, 0.0644, 0.0718, 0.0338, 0.0680, -0.0912, -0.2002, -0.1809, -0.4470, -0.0866, 0.0281, 0.0775, 0.0721, 0.0855, 0.1066, 0.1208, 0.1384, 0.0818, 0.0779, 0.0825, 0.0658, 0.0660, -0.0593, -0.1844, -0.2206, -0.4324, -0.0535, 0.0231, 0.0907, 0.0797, 0.0523, 0.1205, 0.1248, 0.1231, 0.0659, 0.0800, 0.0684, 0.0595, 0.0588, -0.1056, -0.1854, -0.1746, -0.4230, -0.0545, 0.0339, 0.0677, 0.0838, 0.0851, 0.1110, 0.0990, 0.1380, 0.0666, 0.0663, 0.0827, 0.0318, 0.0599, -0.0514, -0.0122, 0.0424, -0.0366, 0.0664, 0.0603, -0.0536, -0.0281, 0.0341], "lumo_ev": 0.030, "gap_ev": 8.998, "total_charge": 0, "smiles": "COC[C@H](C)N.COC[C@H](C)N.COC[C@H](C)N.COC[C@H](C)N.O.O.O"}

[3]
{"formula": "C16H50N4O7", "method": "wB97M-V/def2-TZVPD", "species": ["C", "O", "C", "C", "C", "N", "H", "H", "H", "H", "H", "H", "H", "H", "H", "H", "H", "C", "O", "C", "C", "C", "N", "H", "H", "H", "H", "H", "H", "H", "H", "H", "H", "H", "C", "O", "C", "C", "C", "N", "H", "H", "H", "H", "H", "H", "H", "H", "H", "H", "H", "C", "O", "C", "C", "C", "N", "H", "H", "H", "H", "H", "H", "H", "H", "H", "H", "H", "O", "H", "H", "O", "H", "H", "O", "H", "H"], "positions_angstrom": [[0.0121, 6.0716, 1.3467], [0.3042, 4.8618, 2.0114], [0.6200, 3.8164, 1.0877], [0.7220, 2.4634, 1.7988], [1.8170, 2.5240, 2.8109], [0.8579, 1.3703, 0.8369], [-0.0729, 6.8566, 2.0981], [-0.8978, 5.9590, 0.7535], [0.8742, 6.3935, 0.7501], [-0.0863, 3.8891, 0.2526], [1.5703, 4.0400, 0.5777], [-0.2640, 2.2347, 2.2208], [1.8318, 1.6133, 3.4164], [1.4576, 3.2842, 3.5067], [2.8011, 2.6492, 2.3608], [1.8390, 1.4069, 0.5188], [0.2139, 1.3725, 0.0356], [-4.2304, 3.7435, -2.4617], [-3.8245, 3.2005, -1.2460], [-2.4962, 2.7082, -0.9836], [-2.1780, 1.5603, -1.9445], [-3.1388, 0.4042, -1.9071], [-0.8378, 1.0632, -1.5331], [-3.6812, 4.6371, -2.7935], [-5.2132, 4.1744, -2.2611], [-4.2541, 3.0080, -3.2702], [-1.8722, 3.5831, -1.1832], [-2.5240, 2.3805, 0.0519], [-2.1347, 1.9538, -2.9678], [-3.4066, 0.1458, -0.8826], [-2.6829, -0.4607, -2.3840], [-4.0658, 0.7739, -2.3502], [-0.2320, 1.8804, -1.6522], [-0.5065, 0.5114, -2.3313], [4.7408, -2.3766, 2.1198], [4.3243, -2.0302, 0.8227], [3.9368, -0.6840, 0.6672], [3.8273, -0.3584, -0.8106], [5.1664, -0.5627, -1.5267], [3.4518, 1.0781, -0.8111], [3.9293, -2.1297, 2.8141], [5.6736, -1.9105, 2.4488], [4.8711, -3.4536, 2.2140], [3.0520, -0.4496, 1.2715], [4.7525, -0.0830, 1.1022], [3.0158, -0.9499, -1.2279], [6.0722, -0.4504, -0.9334], [5.2992, -0.1054, -2.5090], [5.1089, -1.6236, -1.8058], [3.2883, 1.2714, -1.7989], [4.3357, 1.5568, -0.6477], [-2.4317, -5.7602, 2.9895], [-3.4747, -4.9206, 2.5200], [-3.2458, -4.4974, 1.1829], [-2.6483, -3.1065, 1.0330], [-3.5726, -1.8930, 1.2893], [-2.2343, -2.9613, -0.3787], [-1.4416, -5.4753, 2.6223], [-2.4725, -6.7625, 2.5323], [-2.5498, -5.9372, 4.0538], [-2.5636, -5.1994, 0.6933], [-4.2495, -4.5283, 0.7513], [-1.7090, -2.9920, 1.5882], [-4.1627, -1.5327, 0.4556], [-2.9362, -1.0590, 1.6090], [-4.0589, -2.0944, 2.2493], [-1.6021, -3.7007, -0.6729], [-1.6588, -2.1240, -0.3652], [1.5060, -3.9803, -1.9761], [1.0699, -4.1910, -2.8077], [1.1790, -3.0979, -1.7379], [0.0686, -0.7549, -3.6806], [-0.5247, -1.5057, -3.8096], [0.8704, -0.9910, -4.1613], [0.3873, -1.6033, -0.5086], [1.0815, -1.2177, 0.0393], [0.2065, -0.9267, -1.1829]], "lowdin_charge": [-0.1162, -0.1934, -0.2077, -0.4523, -0.0603, 0.0416, 0.0868, 0.0853, 0.0865, 0.0905, 0.1251, 0.1399, 0.0796, 0.0821, 0.0838, 0.0236, 0.0162, -0.1341, -0.2055, -0.1546, -0.4196, -0.0348, 0.0171, 0.0866, 0.0909, 0.0795, 0.1141, 0.1361, 0.1355, 0.0693, 0.0741, 0.0808, 0.0824, 0.0305, -0.1103, -0.1847, -0.2307, -0.4078, -0.0543, 0.0261, 0.0889, 0.0877, 0.0872, 0.1140, 0.1285, 0.1247, 0.0843, 0.0744, 0.0817, 0.0783, 0.0814, -0.1208, -0.1837, -0.2053, -0.4106, -0.0536, 0.0144, 0.0845, 0.0811, 0.0851, 0.1149, 0.1336, 0.1370, 0.0626, 0.0706, 0.0768, 0.0603, 0.0300, -0.0683, 0.0230, -0.0166, -0.0441, 0.0619, 0.0606, -0.0628, 0.0323, 0.0083], "lumo_ev": -0.096, "gap_ev": 8.479, "total_charge": 0, "smiles": "COC[C@H](C)N.COC[C@H](C)N.COC[C@H](C)N.COC[C@H](C)N.O.O.O"}

Results for total energy: -1596.1324, -1385.1446, -1385.1724 (in Ha, following the order of the records).
Results for energy relative to the best compared isomer or geometry (same formula, charge and spin): 206.8, 60.3, 42.8 (in kcal/mol, following the order of the records).